Formula: C40H128B2InO48
Source: the Open Molecules 2025 dataset
Level of theory: ωB97M-V/def2-TZVPD

Geometry (Å):
In 13.9026 13.6743 16.2943
O 13.6590 20.9648 21.9606
C 14.0003 20.5272 20.8647
O 14.6034 19.3748 20.4989
B 14.8329 19.3586 19.0384
O 14.3013 20.6586 18.5307
C 13.7793 21.3245 19.5418
O 13.1387 22.3410 19.4542
O 14.1351 18.1583 18.4353
C 15.0021 17.3369 17.9739
O 14.7985 16.1751 17.5537
C 16.4034 17.9127 18.2165
O 16.2474 19.1035 18.7454
O 17.5235 17.3848 18.0487
O 17.9835 9.8173 9.5575
C 18.2768 10.2712 10.6869
O 17.5420 10.2014 11.8069
B 18.2955 10.8120 12.9434
O 19.5857 11.3090 12.3308
C 19.6407 10.9739 11.0808
O 20.5349 11.1898 10.3056
O 18.4331 9.7749 14.0336
C 17.6842 10.1714 15.0788
O 17.4967 9.5310 16.1246
C 17.0715 11.5502 14.7939
O 17.4909 11.8808 13.5920
O 16.4133 12.2827 15.5215
C 11.5859 18.0485 23.3246
O 11.1387 17.6116 22.0739
H 12.1033 18.9922 23.1517
H 10.8227 18.3545 24.0401
H 12.2273 17.3769 23.8952
H 10.2837 18.0130 21.9025
C 14.6526 16.3202 21.7292
O 13.4371 16.1770 21.0429
H 15.4494 16.3216 20.9854
H 14.5653 17.2837 22.2314
H 14.7790 15.5053 22.4419
H 12.7842 16.7831 21.4006
C 19.3219 23.3180 18.9336
O 18.8260 22.0012 18.6347
H 20.3414 23.4917 18.5893
H 18.6998 24.1075 18.5121
H 19.3127 23.4788 20.0117
H 19.4005 21.3667 19.0694
C 20.6240 16.3715 17.1940
O 21.9732 16.8215 17.0516
H 20.6000 15.3074 16.9592
H 20.2195 16.6512 18.1668
H 19.9275 16.7617 16.4518
H 22.0587 17.1444 16.1516
C 14.0618 12.8407 12.3070
O 14.6415 13.5207 13.4072
H 13.4302 11.9969 12.5848
H 13.5350 13.5832 11.7076
H 14.8055 12.4581 11.6081
H 15.2307 14.1398 12.9699
C 20.3003 19.3382 19.0640
O 20.6869 20.3252 19.9964
H 20.8981 18.4268 19.0762
H 19.2763 19.0554 19.3080
H 20.3577 19.8352 18.0956
H 21.4699 20.7583 19.6485
C 16.3852 16.7970 14.7896
O 16.3376 15.4112 15.1167
H 17.0364 17.3626 15.4560
H 16.7121 16.9018 13.7551
H 15.4073 17.2345 14.9911
H 17.1934 15.0218 14.9227
C 19.3448 23.2595 15.5899
O 19.2173 21.8935 15.9266
H 18.3636 23.7150 15.7239
H 20.0961 23.7346 16.2207
H 19.6190 23.3837 14.5424
H 18.9226 21.8854 16.8402
C 15.5109 23.8847 21.2849
O 16.2522 24.9836 21.7570
H 14.4969 24.1136 20.9568
H 16.0631 23.4499 20.4517
H 15.3650 23.1216 22.0495
H 16.3585 24.8908 22.7066
C 14.7605 22.3127 26.5591
O 15.3406 23.6298 26.8657
H 14.3273 22.3907 25.5619
H 15.5483 21.5605 26.5990
H 14.0033 21.9545 27.2566
H 15.4209 23.7849 27.8097
C 16.4631 22.6211 13.4692
O 16.3311 24.0064 13.4724
H 15.8910 22.1374 12.6775
H 17.5254 22.4102 13.3463
H 16.1699 22.3155 14.4736
H 16.7472 24.3390 12.6738
C 18.9720 19.6585 13.5555
O 20.1422 20.0222 14.2209
H 18.6071 20.5377 13.0246
H 19.1060 18.8505 12.8363
H 18.2033 19.2974 14.2388
H 19.9898 20.7814 14.7884
C 10.7818 15.8243 18.3991
O 11.9630 15.8664 17.5595
H 10.9970 16.1721 19.4095
H 10.0029 16.4205 17.9236
H 10.4533 14.7890 18.4896
H 12.1400 16.8099 17.5683
C 13.8241 17.8865 28.0818
O 14.2219 18.0562 26.6961
H 12.8966 17.3156 28.1262
H 14.5994 17.3989 28.6726
H 13.5879 18.8460 28.5418
H 13.6010 18.6563 26.2767
C 11.5270 20.8255 25.2906
O 11.9372 19.6900 26.0576
H 11.2019 21.6818 25.8815
H 12.3661 21.0515 24.6327
H 10.6768 20.5934 24.6492
H 11.1445 19.2750 26.4056
C 12.9885 19.1406 14.5447
O 12.6841 18.3750 15.7007
H 13.3962 20.1324 14.7401
H 13.7389 18.5888 13.9786
H 12.0923 19.1915 13.9264
H 12.0904 18.8335 16.2998
C 12.7919 12.9543 20.1175
O 13.3007 13.9617 19.2866
H 13.2062 11.9641 19.9280
H 13.1794 13.1347 21.1202
H 11.7072 12.9405 20.0109
H 13.5567 14.7112 19.8291
C 15.5852 23.5029 16.9538
O 14.9929 24.2361 15.8934
H 15.9150 22.5021 16.6749
H 16.4097 24.1191 17.3125
H 14.7885 23.4981 17.6976
H 15.5309 24.1041 15.1094
C 11.5106 23.1138 22.5505
O 10.2350 23.4357 22.9282
H 12.2264 22.9050 23.3456
H 11.5825 22.1776 21.9970
H 11.8788 23.9517 21.9584
H 9.7237 23.4903 22.1175
C 10.8850 19.2576 18.9020
O 10.7369 19.4214 17.5275
H 11.6895 18.5652 19.1501
H 11.0477 20.2456 19.3327
H 9.9588 18.9094 19.3592
H 10.0101 20.0300 17.3758
C 12.9834 16.1605 13.0188
O 13.0900 15.9721 14.4174
H 12.3346 16.9793 12.7076
H 13.9689 16.4305 12.6394
H 12.7154 15.2399 12.5004
H 12.9635 16.8029 14.8814
C 14.9929 26.5703 18.9254
O 16.3130 26.6034 19.3306
H 14.3184 26.7905 19.7529
H 14.9730 27.3897 18.2069
H 14.7370 25.6483 18.4034
H 16.3544 26.1893 20.1958
C 8.5540 20.1160 22.2265
O 8.4745 18.7591 21.9602
H 8.0268 20.4493 23.1204
H 9.6165 20.3136 22.3684
H 8.1602 20.7521 21.4338
H 7.5237 18.6265 21.9638
C 22.1487 14.1375 19.9329
O 20.7052 14.0213 19.9711
H 22.4867 14.8942 19.2249
H 22.5558 14.3336 20.9248
H 22.5712 13.1687 19.6664
H 20.3855 14.7524 20.5049
C 16.8856 19.1954 24.9330
O 17.7702 20.2585 25.1090
H 15.8427 19.5095 24.9756
H 16.9450 18.6391 23.9975
H 16.8589 18.5048 25.7759
H 18.3126 20.3973 24.3292
C 9.7953 23.6522 19.2093
O 8.8640 23.4687 20.3088
H 9.2417 24.1420 18.4084
H 10.6128 24.3128 19.4981
H 10.1692 22.6770 18.8972
H 8.0430 23.1473 19.9289
C 18.8934 16.4003 21.4326
O 19.8386 15.6152 22.0063
H 18.8831 17.3591 21.9509
H 19.1480 16.6424 20.4007
H 17.9517 15.8604 21.3337
H 19.5886 15.5430 22.9304
C 12.4686 26.7381 15.7687
O 11.8425 27.9504 15.9254
H 12.4855 26.1448 16.6830
H 12.0909 26.0934 14.9751
H 13.5328 26.8265 15.5504
H 12.5418 28.5930 15.7851
C 19.9566 15.0553 14.1098
O 18.7787 14.3904 14.4436
H 19.8484 16.1388 14.1596
H 20.6693 14.6578 14.8324
H 20.1656 14.7540 13.0833
H 19.0217 13.4821 14.6374
C 17.5306 13.9313 17.8927
O 16.2188 13.5645 18.4300
H 17.4153 14.8619 17.3370
H 18.1621 14.1451 18.7550
H 18.0375 13.2078 17.2542
H 16.3258 13.2649 19.3357
C 18.0997 21.0265 22.0727
O 19.2623 20.5598 22.7755
H 17.9986 20.2702 21.2943
H 17.1831 21.1517 22.6492
H 18.2512 22.0044 21.6157
H 19.9153 20.6311 22.0754
C 11.6497 23.1581 16.4909
O 12.5135 23.0970 15.3840
H 10.7107 23.6553 16.2480
H 11.5572 22.1443 16.8807
H 12.1326 23.8081 17.2206
H 13.3419 23.4437 15.7235

Values from the calculation:
HOMO level: -11.19 eV
HOMO-LUMO gap: 1.13 eV
calculated total energy: -5451.5804 hartree
charge: +1

Atom charges from the Löwdin analysis, given in e for atoms 1 to 2: atom 1 (In): 1.433, atom 2 (O): 0.115



Formula: C40H21ErN8
Source: the Open Molecules 2025 dataset
Level of theory: ωB97M-V/def2-TZVPD

Geometry (Å):
Er 0.8622 -0.2634 -0.2210
C 2.7809 5.2144 0.6515
C 3.0570 5.1792 -0.7124
C 2.3864 4.3199 -1.5685
C 1.4295 3.4764 -1.0226
C 0.6588 2.3574 -1.5518
N -0.0353 1.7648 -0.5313
C 0.1916 2.4561 0.6268
N -0.3945 2.2349 1.7928
C -0.8970 1.0625 2.1404
C -1.8114 0.7755 3.2354
C -2.5007 1.5750 4.1322
C -3.3428 0.9557 5.0415
C -3.5000 -0.4279 5.0575
C -2.8128 -1.2383 4.1716
C -1.9613 -0.6311 3.2637
C -1.1170 -1.1508 2.2006
N -0.8812 -2.4248 1.9376
C -0.3714 -2.8496 0.7941
N -0.3484 -2.1488 -0.3801
C 0.0768 -2.9684 -1.3890
N 0.0378 -2.6668 -2.6759
C -0.0324 -1.4257 -3.1242
N 0.3569 -0.3262 -2.4226
C 0.2169 0.7825 -3.1989
N 0.5751 1.9973 -2.8220
C -0.3224 0.3941 -4.4913
C -0.7434 1.1179 -5.5952
C -1.3783 0.4340 -6.6198
C -1.5570 -0.9458 -6.5636
C -1.1088 -1.6842 -5.4799
C -0.4964 -1.0074 -4.4390
C 0.4234 -4.2674 -0.8309
C 0.9769 -5.4149 -1.3739
C 1.2406 -6.4712 -0.5175
C 0.9706 -6.3852 0.8464
C 0.4215 -5.2429 1.4011
C 0.1400 -4.1882 0.5515
N -0.5197 -0.1095 1.5623
C 1.1371 3.5294 0.3590
C 1.8071 4.3998 1.2031
H 3.3501 5.8748 1.2906
H 3.8217 5.8329 -1.1068
H 2.6131 4.2925 -2.6239
H -2.3754 2.6462 4.1215
H -3.8862 1.5558 5.7572
H -4.1710 -0.8740 5.7781
H -2.9254 -2.3116 4.1836
H -0.5970 2.1852 -5.6343
H -1.7565 0.9807 -7.4716
H -2.0618 -1.4497 -7.3741
H -1.2423 -2.7534 -5.4301
H 1.2009 -5.4767 -2.4274
H 1.6777 -7.3771 -0.9097
H 1.1951 -7.2278 1.4829
H 0.2243 -5.1575 2.4587
H 1.5816 4.4139 2.2576
C 3.1827 -0.2545 0.0663
C 4.3938 -0.1586 -0.0025
C 5.8097 -0.0503 -0.0165
C 6.5214 -0.0795 -1.2156
C 7.8998 0.0153 -1.2029
C 8.5811 0.1387 -0.0029
C 7.8776 0.1857 1.1889
C 6.5005 0.0926 1.1872
H 5.9854 -0.1782 -2.1489
H 8.4518 -0.0042 -2.1313
H 9.6595 0.1971 0.0027
H 8.4092 0.2980 2.1225
H 5.9413 0.1264 2.1107

Values from the calculation:
HOMO level (spin up / spin down): -6.49 / -6.47 eV
spin multiplicity: 4
HOMO-LUMO gap (spin up / spin down): 4.81 / 4.78 eV
calculated total energy: -2990.1344 hartree

Atom charges from the natural (NBO) analysis, given in e for atoms 1 to 2: atom 1 (Er): 1.965, atom 2 (C): -0.198